Record 1
Molecular formula: C34H61N10O4
Method: DFT, ωB97M-V with the def2-TZVPD basis set

Atoms and positions in Å:
C1 20.8981 -1.0915 -16.9306
C2 21.2666 -2.5799 -16.7988
N1 21.2955 -3.3415 -18.0087
C3 21.9451 -3.0661 -19.2374
C4 21.7698 -4.1802 -20.0329
N2 21.0146 -5.0964 -19.3766
C5 20.9438 -4.6539 -18.1350
C6 20.7186 -6.4610 -19.8822
H1 21.1246 -0.6843 -17.9160
H2 21.2140 -0.4682 -16.0940
H3 19.8173 -1.0830 -16.7892
H4 20.3496 -2.9925 -16.3779
H5 22.0948 -2.6511 -16.0938
H6 22.4663 -2.1368 -19.4139
H7 22.0576 -4.2889 -21.0682
H8 20.5268 -5.2091 -17.3078
H9 20.1199 -6.4699 -20.7930
H10 20.2051 -7.0436 -19.1173
H11 21.6520 -6.9580 -20.1462
C7 19.7731 -1.6220 -12.2216
C8 20.8476 -2.6094 -11.6895
N3 20.6946 -3.8725 -12.2715
C9 21.4715 -4.3969 -13.3206
C10 20.8928 -5.5045 -13.7926
N4 19.8036 -5.7918 -13.0142
C11 19.6910 -4.7874 -12.1369
C12 18.9783 -6.9789 -13.1689
H12 19.6859 -1.4294 -13.2909
H13 19.9396 -0.5904 -11.9117
H14 18.7394 -1.9054 -12.0237
H15 20.7437 -2.7509 -10.6138
H16 21.8242 -2.1816 -11.9160
H17 22.3004 -3.8138 -13.6938
H18 21.1382 -6.1848 -14.5947
H19 18.9230 -4.7462 -11.3787
H20 17.9406 -6.7373 -12.9388
H21 19.3926 -7.6487 -12.4153
H22 18.8610 -7.5120 -14.1124
C13 22.2639 -10.4614 -10.6694
C14 22.0368 -9.9601 -12.1507
N5 21.8814 -11.0155 -13.0887
C15 22.8259 -11.9183 -13.3773
C16 22.3413 -12.7518 -14.4453
N6 21.0424 -12.3518 -14.6083
C17 20.7650 -11.2795 -13.9028
C18 20.1926 -13.0550 -15.5832
H23 21.3428 -11.0090 -10.4697
H24 22.2844 -9.4959 -10.1640
H25 23.2102 -10.9856 -10.5361
H26 22.8899 -9.3819 -12.5059
H27 21.1805 -9.2990 -12.2842
H28 23.7943 -12.0117 -12.9085
H29 22.7367 -13.6535 -14.8892
H30 19.8324 -10.7377 -13.9586
H31 20.0270 -12.5134 -16.5145
H32 19.2444 -13.3819 -15.1565
H33 20.6326 -14.0102 -15.8697
C19 19.6604 -11.2259 -19.6508
C20 18.2697 -11.0027 -19.0424
N7 17.6530 -9.7110 -19.4621
C21 16.9219 -9.4739 -20.6552
C22 16.7289 -8.1421 -20.7210
N8 16.8871 -7.6036 -19.4417
C23 17.6374 -8.5062 -18.7304
C24 16.5767 -6.3273 -19.0373
H34 20.2989 -12.0439 -19.3171
H35 20.1746 -10.2650 -19.6340
H36 19.5793 -11.4541 -20.7136
H37 18.2948 -10.9861 -17.9528
H38 17.5681 -11.8228 -19.1950
H39 16.8769 -10.2201 -21.4347
H40 16.2796 -7.5097 -21.4724
H41 17.9585 -8.2862 -17.7230
H42 16.4543 -5.6784 -19.9046
H43 17.3065 -5.9119 -18.3424
H44 15.7098 -6.2714 -18.3789
C25 16.2169 -12.3454 -16.2190
C26 15.0426 -11.6326 -15.6129
N9 15.1625 -10.1495 -15.4815
C27 16.2080 -9.4093 -15.1145
C28 15.8239 -8.1514 -15.0570
N10 14.4994 -8.1167 -15.4322
C29 14.0700 -9.3704 -15.6632
C30 13.6334 -6.9734 -15.3647
H45 16.0959 -12.1080 -17.2760
H46 15.9520 -13.3890 -16.0494
H47 17.2167 -12.1415 -15.8358
H48 14.8590 -12.1162 -14.6534
H49 14.0853 -11.9045 -16.0575
H50 17.2164 -9.7226 -14.8878
H51 16.3605 -7.2391 -14.8423
H52 13.0805 -9.6952 -15.9493
H53 13.2916 -6.7396 -16.3729
H54 14.1176 -6.0859 -14.9573
H55 12.7073 -7.1089 -14.8060
C31 21.6849 -8.9103 -16.7060
C32 20.3083 -8.5766 -16.3769
O1 19.5823 -9.5167 -16.1472
O2 19.9257 -7.4066 -16.3956
H56 21.8953 -9.9630 -16.5169
H57 22.2383 -8.4451 -15.8902
H58 22.0738 -8.6604 -17.6930
C33 25.7754 -8.8769 -14.2175
C34 26.2078 -10.2099 -13.7821
O3 26.6534 -10.9591 -14.6701
O4 26.1173 -10.6293 -12.6306
H59 24.8668 -8.8450 -14.8188
H60 26.6536 -8.3614 -14.6065
H61 25.8115 -8.2805 -13.3059

Forces on atoms 1 to 2 (eV/Å):
-1.1008 -0.3490 -0.3568
-1.4992 0.8951 1.6229

Values from the calculation:
F_max = 5.77 eV Å⁻¹
charge = +3
DFT total energy = -2179.5740 Eh
E_HOMO = -0.3720 hartree

---

Record 2
Molecular formula: C34H62As3ClN5OS5V
Method: DFT, ωB97M-V with the def2-TZVPD basis set

Atoms and positions in Å:
V1 -1.0199 0.5419 -1.6294
C1 -2.0884 -2.0297 -4.4380
As1 -1.7581 -0.1789 -3.9336
C2 -3.4995 0.5380 -4.4165
C3 -0.4844 0.1927 -5.3722
C4 -0.1157 1.6242 -5.7852
C5 0.7854 1.4684 -7.0219
C6 0.7186 2.3327 -4.7091
As2 0.0844 2.4378 -2.8561
C7 -1.1261 3.9580 -2.8620
C8 1.6580 3.3182 -2.1410
C9 -1.3953 2.4264 -6.1272
As3 -1.2318 3.9703 -7.3818
C10 -1.0762 5.4457 -6.0988
C11 -3.1627 4.1383 -7.6358
H1 -2.3178 -2.0211 -5.4989
H2 -2.9429 -2.4351 -3.9022
H3 -1.2184 -2.6596 -4.2699
H4 -3.6951 0.3659 -5.4687
H5 -3.5746 1.5985 -4.1994
H6 -4.2440 0.0065 -3.8285
H7 -0.8725 -0.3318 -6.2419
H8 0.4128 -0.3433 -5.0519
H9 1.6037 0.7684 -6.8225
H10 1.2183 2.4236 -7.3125
H11 0.2117 1.0961 -7.8732
H12 0.8897 3.3638 -5.0121
H13 1.6986 1.8584 -4.6337
H14 -0.7449 4.7240 -3.5269
H15 -1.1801 4.3507 -1.8501
H16 -2.1282 3.6709 -3.1698
H17 1.8978 4.1459 -2.8002
H18 2.5030 2.6373 -2.0920
H19 1.4451 3.6980 -1.1465
H20 -1.8925 2.7671 -5.2171
H21 -2.0936 1.7682 -6.6481
H22 -0.1011 5.4516 -5.6100
H23 -1.8740 5.4188 -5.3541
H24 -1.1635 6.3740 -6.6645
H25 -3.5230 3.3468 -8.2923
H26 -3.3725 5.0956 -8.1126
H27 -3.6969 4.0957 -6.6841
N1 0.7328 -0.5310 -1.1638
C12 0.7179 -2.0025 -1.4572
C13 -0.2828 -2.7215 -0.5625
C14 -1.7349 -2.4891 -0.9559
N2 -2.1137 -1.0448 -0.8034
H28 1.5640 -0.1043 -1.5472
H29 0.8095 -0.4030 -0.1560
H30 1.7084 -2.4198 -1.3080
H31 0.4585 -2.1409 -2.5047
H32 -0.1364 -2.3962 0.4746
H33 -0.0819 -3.7924 -0.5923
H34 -2.3783 -3.1081 -0.3348
H35 -1.8806 -2.7931 -1.9854
H36 -2.0138 -0.8192 0.2233
H37 -3.1036 -0.9456 -1.0051
C15 3.0614 1.9624 2.3719
S1 1.5934 1.5837 1.3821
C16 0.6788 3.0716 1.4068
C17 -0.5156 3.2164 0.7905
S2 -1.4246 1.9672 0.0010
S3 -1.3034 4.7776 0.9656
C18 -0.0639 5.5383 1.9196
S4 -0.1191 7.0534 2.4571
S5 1.2705 4.4543 2.2747
H38 3.7224 1.1064 2.2417
H39 2.8003 2.0620 3.4240
H40 3.5555 2.8572 2.0004
C19 1.6700 0.6131 5.7318
C20 1.6158 -0.9130 5.5487
C21 2.7248 -1.5282 6.4141
C22 1.9600 -1.2352 4.0906
C23 0.2282 -1.4571 6.0212
O1 0.1041 -1.1733 7.4219
C24 -0.0125 -2.9706 5.8670
C25 -0.0781 -3.6671 4.4815
C26 1.0902 -4.5720 4.1296
C27 1.5708 -5.5221 5.0262
C28 2.6253 -6.3636 4.6942
C29 3.2099 -6.2678 3.4433
Cl1 4.5394 -7.2959 3.0269
C30 2.7354 -5.3517 2.5198
C31 1.6819 -4.5175 2.8721
C32 -0.9941 -0.6365 5.5489
N3 -1.4995 -0.8265 4.1901
C33 -1.1034 -0.2458 3.0618
N4 -1.8170 -0.6932 2.0442
C34 -2.6793 -1.5744 2.6470
N5 -2.5200 -1.6826 3.9446
H41 2.7102 0.9475 5.6883
H42 1.2617 0.9131 6.6982
H43 1.1203 1.1417 4.9407
H44 3.6969 -1.2323 6.0112
H45 2.6956 -2.6228 6.4068
H46 2.6829 -1.1752 7.4479
H47 2.8273 -0.6321 3.7961
H48 1.1472 -1.0130 3.3919
H49 2.2389 -2.2804 3.9680
H50 0.6827 -1.7582 7.9214
H51 -0.9599 -3.1307 6.3836
H52 0.7441 -3.4798 6.4687
H53 -0.2151 -2.9509 3.6678
H54 -0.9754 -4.2889 4.4859
H55 1.1116 -5.6242 6.0061
H56 2.9901 -7.1002 5.4013
H57 3.1945 -5.2928 1.5393
H58 1.3168 -3.7893 2.1489
H59 -0.7942 0.4194 5.6990
H60 -1.8060 -0.9112 6.2106
H61 -0.3357 0.5180 3.0109
H62 -3.4408 -2.1346 2.1172

Forces on atoms 1 to 2 (eV/Å):
0.1488 -0.2782 0.9138
-0.0064 -0.0341 0.2357

Values from the calculation:
F_max = 1.16 eV Å⁻¹
charge = +2
DFT total energy = -11783.7362 Eh
spin multiplicity = 3
E_HOMO (alpha / beta) = -0.4553 / -0.4553 hartree